12
Properties=species:S:1:pos:R:3:forces:R:3:lowdin_charge:R:1 method="wB97M-V/def2-TZVPD" relative_energy_ev=4.0752 homo_ev="-8.23 / -8.23" e_lumo_ev="0.250 / 0.251" charge=0
C 1.674 0.858 -0.098 -4.1468 0.5409 -0.0316 0.101
N 0.143 -1.680 0.137 -2.5188 2.7396 3.4814 -0.072
N -0.062 -0.360 -0.311 0.4374 1.0629 0.2320 -0.388
Si -1.645 0.331 -0.043 0.0448 -1.8446 -0.9551 0.506
H 1.932 0.218 0.687 1.2305 -0.9178 0.4568 -0.013
H 1.573 0.673 -1.136 1.3195 -0.4282 -0.6525 0.004
H 1.539 1.930 0.176 -0.1091 -0.9811 -0.0708 0.032
H 0.179 -1.665 1.219 0.4327 -0.6475 -2.2642 0.109
H 0.956 -1.928 -0.290 2.8489 -1.6371 -0.9003 0.016
H -1.946 0.842 1.286 -0.2869 -0.1844 0.6128 -0.110
H -1.659 1.418 -0.915 0.0089 1.6995 -0.9700 -0.124
H -2.683 -0.635 -0.711 0.7389 0.5979 1.0616 -0.061



12
Properties=species:S:1:pos:R:3:forces:R:3:lowdin_charge:R:1 method="wB97M-V/def2-TZVPD" relative_energy_ev=1.2338 homo_ev=-14.60 e_lumo_ev=-3.929 charge=+1
N 2.153 0.333 0.580 -1.2604 2.6495 1.2962 0.006
H 2.387 0.595 1.573 0.0667 -0.4724 -1.6552 0.069
H -0.418 0.230 -1.719 0.0157 -0.2588 -0.1770 0.116
H 2.321 1.151 -0.028 0.1918 -0.5458 0.6691 0.046
H 2.722 -0.396 0.253 0.8910 -1.2244 -0.2274 0.007
N -0.829 -0.059 0.794 -0.4424 2.7707 2.7827 0.106
C -1.559 -0.507 -0.207 0.7019 -0.2612 -2.0266 -0.162
N -1.153 -0.442 -1.532 -1.1181 0.4681 2.5302 0.149
H 0.109 0.614 0.821 -2.1464 -2.7582 -1.1332 0.166
H -1.362 0.112 1.749 1.3434 -1.1145 -2.6309 0.187
H -2.515 -1.085 -0.009 1.2634 0.9658 -0.0856 0.174
H -1.856 -0.546 -2.275 0.4935 -0.2187 0.6575 0.135



12
Properties=species:S:1:pos:R:3:forces:R:3:lowdin_charge:R:1 method="wB97M-V/def2-TZVPD" relative_energy_ev=0.3574 homo_ev=-14.65 e_lumo_ev=-3.417 charge=+1
N 0.022 0.819 1.642 0.0837 -0.4274 0.0827 0.196
C 0.150 0.628 0.352 -0.2252 0.3028 -0.0070 -0.200
N 1.265 0.334 -0.260 -0.2148 0.0836 0.0065 0.196
H 0.741 0.540 2.296 0.0601 0.2050 -0.0155 0.143
H -0.896 0.967 2.029 -0.0220 0.1077 -0.0330 0.139
H -0.732 0.750 -0.266 0.0788 -0.1379 0.0325 0.136
H 1.212 0.178 -1.256 0.1809 -0.0229 0.0371 0.133
H 2.155 0.281 0.210 0.0545 -0.1006 -0.0516 0.144
N -1.238 -1.385 -1.442 -0.1838 -0.3155 -0.2268 0.013
H -0.583 -2.163 -1.408 0.0295 0.0092 0.0479 0.031
H -1.467 -1.304 -2.431 0.0791 0.1627 -0.0069 0.034
H -2.094 -1.771 -1.046 0.0792 0.1333 0.1341 0.035



13
Properties=species:S:1:pos:R:3:forces:R:3:lowdin_charge:R:1 method="wB97M-V/def2-TZVPD" relative_energy_ev=7.9011 homo_ev=-15.37 e_lumo_ev=-9.711 charge=+1
N 0.850 1.287 -0.214 -0.7892 -0.6330 -1.7340 0.198
C 0.753 -0.199 -0.225 0.9453 1.5254 1.5768 -0.505
N 0.683 -0.686 1.109 -0.8122 -0.1170 0.1063 0.140
N -0.221 -0.401 -1.200 0.0347 -0.3930 0.1023 0.324
H 1.184 1.628 -1.116 0.5515 -0.1105 0.0850 0.115
H -0.084 1.708 -0.206 -0.1046 0.1095 0.9622 0.120
H 0.633 0.106 1.738 0.1878 -0.0607 0.2064 0.121
H 1.299 -1.419 1.425 0.1657 0.0004 -0.2333 0.116
H 1.732 -0.590 -0.606 -0.2577 -0.3023 -0.4710 0.212
H -0.090 -1.323 -1.624 0.4196 -0.1853 -0.6405 0.128
H -1.630 -0.179 -0.162 -0.5878 0.4747 0.0735 -0.011
H -2.909 -0.271 0.631 -0.5970 -0.2225 0.3577 0.060
O -2.199 0.340 0.449 0.8439 -0.0856 -0.3913 -0.019



14
Properties=species:S:1:pos:R:3:forces:R:3:lowdin_charge:R:1 method="wB97M-V/def2-TZVPD" relative_energy_ev=2.6168 homo_ev=-14.34 e_lumo_ev=-3.339 charge=+1
N 1.383 -0.454 2.042 4.1258 -1.6480 2.0457 0.232
C 0.560 -0.500 1.039 -1.2435 -2.6787 1.9307 -0.485
O -0.063 -1.635 0.823 2.0793 -0.0602 1.1232 0.197
N 0.141 0.606 0.547 -0.2636 3.0352 -3.3062 0.020
N -0.940 0.479 -0.317 -3.8044 2.9361 0.1819 -0.272
Si -0.873 0.288 -2.109 1.3653 3.4384 0.7402 0.670
H 1.943 0.381 2.187 -0.4711 0.1420 -0.0739 0.143
H 1.948 -1.280 2.428 -1.7519 1.2199 -1.1523 0.198
H -0.832 -1.523 0.290 -1.2905 0.5393 -1.0577 0.098
H 0.799 1.392 0.342 -0.5721 -0.8400 0.5900 0.193
H -1.680 1.310 -0.090 2.2691 -2.7615 -0.3266 0.165
H 0.398 1.389 -2.361 -1.9562 -1.6760 -0.2675 -0.015
H -0.494 -1.042 -2.263 0.5616 -1.6392 -0.5885 -0.105
H -2.289 0.590 -2.557 0.9523 -0.0072 0.1609 -0.040



13
Properties=species:S:1:pos:R:3:forces:R:3:lowdin_charge:R:1 method="wB97M-V/def2-TZVPD" relative_energy_ev=2.4920 homo_ev=-9.04 e_lumo_ev=1.154 charge=0
N -0.524 -0.432 -2.107 -0.4601 0.0357 1.0790 -0.005
C -0.733 -0.236 -0.635 0.1847 -0.2621 -1.8356 -0.334
N 0.308 0.606 -0.096 0.0647 0.1196 1.9877 -0.088
N 0.229 0.724 1.391 -0.0861 0.2895 -1.3247 -0.172
N 0.997 -0.234 2.063 0.1424 -0.2642 0.0447 -0.039
H 0.399 -0.819 -2.273 -0.0583 0.1143 0.1195 0.057
H -0.576 0.457 -2.594 -0.0041 -0.1024 0.0968 0.051
H -0.670 -1.223 -0.165 -0.0895 0.1903 0.0115 0.103
H -1.746 0.177 -0.497 0.1523 -0.1702 0.0065 0.108
H 0.235 1.550 -0.468 -0.0165 -0.1363 0.2210 0.096
H -0.736 0.625 1.721 0.3349 -0.0222 -0.3327 0.096
H 1.977 -0.007 1.928 -0.2095 -0.0295 0.0169 0.067
H 0.839 -1.188 1.732 0.0451 0.2375 -0.0906 0.059